(1)
9
Properties=species:S:1:pos:R:3 method="wB97M-V/def2-TZVPD" largest_force_ev_per_a=2.743 relative_energy_ev=5.0507 smiles="O=[SH]#[N+][O-].C=O" homo_energy_ha=-0.3215 e_lumo_ev=-0.394 total_energy_ev=-19548.264
O -2.46269 -1.20388 0.87780
S -2.07716 -0.82358 -0.45602
N -1.81361 1.08392 -0.50008
O -2.25731 1.73795 0.39618
H -0.77577 -0.61724 -0.30133
C 2.38352 -0.09693 -0.01279
O 1.25178 -0.50715 -0.06482
H 2.44215 0.77761 0.59786
H 3.30909 -0.35069 -0.53679



(2)
9
Properties=species:S:1:pos:R:3 method="wB97M-V/def2-TZVPD" largest_force_ev_per_a=6.195 relative_energy_ev=6.5380 smiles="NOC=S(=O)=O" homo_energy_ha="-0.3409 / -0.3409" e_lumo_ev="-2.017 / -2.018" total_energy_ev=-19546.777
N 0.95060 0.61128 -0.92486
O 0.97042 -0.66569 -0.63461
C -0.61299 -1.09960 -0.18438
S -0.81394 -0.05699 1.17085
O -2.15962 -0.18410 1.72796
O 0.27878 0.15187 2.07147
H 0.82237 0.89509 -1.89614
H 1.70720 0.98737 -0.41046
H -1.14281 -0.63924 -0.91984



(3)
9
Properties=species:S:1:pos:R:3 method="wB97M-V/def2-TZVPD" largest_force_ev_per_a=6.201 relative_energy_ev=0.8297 homo_energy_ha="-0.3405 / -0.3590" s2=2.015 spin_multiplicity=3 e_lumo_ev="0.755 / -4.913" total_energy_ev=-19548.420
C 1.43919 0.67067 -0.22579
N 1.56988 -0.64819 -0.35427
O -0.88759 -1.42108 -1.23284
O -2.87337 -2.95412 -0.73615
O 0.76634 1.35999 -1.00240
S -1.75330 -2.15723 -0.22587
H 1.84739 1.04578 0.66189
H 2.43321 -1.17840 -0.16297
H 0.87632 -1.12536 -1.36504



(4)
10
Properties=species:S:1:pos:R:3 method="wB97M-V/def2-TZVPD" largest_force_ev_per_a=3.420 relative_energy_ev=0.2896 homo_energy_ha=-0.3771 e_lumo_ev=-1.455 total_energy_ev=-30386.031
C 0.54340 -0.15515 -0.70513
N -0.93090 1.21833 1.22159
O 1.82616 -1.33366 -2.58579
O 0.28038 -0.91713 1.75837
O -1.71419 -1.03793 0.23664
S 0.99621 -1.59428 -1.40565
S -0.52086 -0.33023 0.68713
H 0.78880 0.80109 -1.20684
H -1.18479 1.78579 0.48808
H -0.08421 1.56317 1.51160